# 1
{"formula": "C24H48NO27", "method": "ωB97M-V/def2-TZVPD", "elements": ["N", "O", "O", "O", "C", "O", "C", "O", "O", "C", "H", "H", "H", "H", "H", "H", "C", "O", "C", "O", "O", "C", "H", "H", "H", "H", "H", "H", "C", "O", "C", "O", "O", "C", "H", "H", "H", "H", "H", "H", "C", "O", "C", "O", "O", "C", "H", "H", "H", "H", "H", "H", "C", "O", "C", "O", "O", "C", "H", "H", "H", "H", "H", "H", "C", "O", "C", "O", "O", "C", "H", "H", "H", "H", "H", "H", "C", "O", "C", "O", "O", "C", "H", "H", "H", "H", "H", "H", "C", "O", "C", "O", "O", "C", "H", "H", "H", "H", "H", "H"], "xyz": [[0.2439, 0.5388, -0.5822], [-0.3877, -0.5007, -0.6144], [0.6073, 1.1677, 0.3934], [0.5611, 1.0721, -1.6616], [-0.9286, 6.3568, 5.7325], [-0.8200, 7.8006, 5.8858], [-0.5333, 8.5636, 4.9006], [-0.0741, 8.1553, 3.8362], [-0.7354, 9.8461, 5.1323], [-0.2111, 10.8156, 4.3199], [-0.4542, 6.0019, 4.8176], [-1.9965, 6.1700, 5.6197], [-0.4536, 5.7335, 6.4901], [-0.4453, 10.6685, 3.2656], [0.8508, 10.8766, 4.5584], [-0.7062, 11.7563, 4.5610], [4.5268, 2.0399, 6.6096], [4.9671, 3.1845, 7.2974], [4.8900, 4.3855, 6.6489], [4.4844, 4.6079, 5.4787], [5.2724, 5.3291, 7.5539], [5.3681, 6.6817, 7.2646], [4.6550, 2.0144, 5.5275], [3.4395, 1.9817, 6.6588], [5.0048, 1.1816, 7.0817], [5.3245, 7.1469, 8.2494], [4.5174, 6.9966, 6.6603], [6.3082, 6.9581, 6.7873], [5.7223, -0.9424, -4.6618], [7.0722, -0.6477, -4.7232], [7.4195, 0.6430, -4.4544], [6.7043, 1.5944, -4.2967], [8.7762, 0.7344, -4.5406], [9.3772, 1.8932, -4.1224], [5.5220, -1.8678, -5.2019], [5.0668, -0.2346, -5.1691], [5.5276, -1.2027, -3.6214], [9.1213, 2.0238, -3.0710], [8.9798, 2.7635, -4.6447], [10.4387, 1.9184, -4.3689], [-1.3937, -8.3678, -3.6568], [-1.5853, -9.6400, -4.2059], [-0.8611, -9.9826, -5.2641], [-0.0377, -9.2349, -5.7863], [-1.1032, -11.3220, -5.6459], [-0.3263, -11.8914, -6.6724], [-0.4830, -8.3592, -3.0579], [-2.2473, -8.1238, -3.0245], [-1.2542, -7.5433, -4.3560], [-0.5900, -11.5632, -7.6778], [-0.4695, -12.9667, -6.7793], [0.7065, -11.6664, -6.4066], [-0.4333, -5.6928, 5.2323], [-0.3957, -6.8018, 6.1173], [0.6753, -6.9563, 6.8876], [1.7645, -6.3801, 6.6866], [0.4823, -7.9374, 7.7360], [1.5658, -8.3795, 8.5871], [0.5428, -5.5017, 4.7864], [-0.7114, -4.7544, 5.7122], [-1.0885, -5.9345, 4.3955], [2.4550, -8.7119, 8.0514], [1.1690, -9.1685, 9.2259], [1.9686, -7.5992, 9.2329], [-9.3289, -4.5721, 3.7844], [-9.0177, -3.7956, 2.5672], [-8.5630, -2.5929, 2.5307], [-8.4301, -1.9154, 3.4960], [-8.0676, -2.3635, 1.2477], [-7.3202, -1.2518, 0.8314], [-8.8187, -5.5341, 3.7365], [-10.3775, -4.8239, 3.9426], [-9.2145, -3.9870, 4.6970], [-6.6014, -1.5007, 0.0508], [-6.7149, -0.8469, 1.6423], [-8.0953, -0.5867, 0.4506], [2.4580, 0.2143, -10.4088], [1.0585, 0.0973, -10.1671], [0.7385, -0.9605, -9.4353], [1.3875, -2.0095, -9.2626], [-0.3716, -0.6517, -8.7824], [-0.9989, -1.3917, -7.7260], [2.8393, -0.7354, -10.7842], [3.0779, 0.4620, -9.5471], [2.7643, 0.9794, -11.1221], [-1.1404, -2.4539, -7.9259], [-2.0002, -0.9909, -7.5683], [-0.3703, -1.2063, -6.8550], [-4.0378, 5.0779, -3.4822], [-4.8704, 5.9871, -2.7464], [-4.1706, 6.7238, -1.8616], [-2.9742, 6.7372, -1.6007], [-4.9883, 7.6455, -1.5365], [-4.5076, 8.7751, -0.7693], [-3.7846, 4.1643, -2.9444], [-3.1700, 5.5638, -3.9282], [-4.4670, 4.7798, -4.4387], [-3.5737, 9.2335, -1.0945], [-4.4255, 8.4847, 0.2781], [-5.2761, 9.5181, -0.9824]], "atomic_forces_ev_per_a": [[1.0, 2.1, -2.6], [-1.0, -1.8, 1.3], [-0.1, -0.3, 3.3], [0.1, 0.0, -2.0], [-0.2, 0.0, -1.6], [-0.7, -1.2, 3.1], [2.1, -0.7, -4.5], [-0.5, 0.6, 0.9], [-1.8, -0.9, 2.7], [0.5, 1.2, -1.1], [0.0, 0.5, -0.2], [0.1, -0.2, 0.4], [-0.2, 1.0, 0.7], [0.5, -0.4, -0.1], [0.1, 0.3, -0.6], [0.1, -0.1, 0.4], [-1.1, -0.8, -0.8], [0.5, 2.1, -0.8], [-1.2, 0.9, -2.3], [1.6, -0.9, 4.1], [0.1, -2.8, -0.2], [-0.5, 1.0, -0.2], [0.8, 0.4, 0.0], [-0.1, -0.2, 0.6], [-0.1, 0.2, -0.1], [0.0, 0.2, -0.2], [0.1, 0.2, -0.1], [0.0, -0.2, -0.2], [-1.6, -1.3, 0.1], [2.1, 1.8, -0.2], [0.6, 0.1, -1.0], [0.0, -0.7, 0.3], [-1.0, -2.6, -0.7], [-0.3, 2.1, 0.4], [0.6, -0.2, -0.2], [0.1, 0.5, 0.7], [-0.8, 0.6, 0.0], [0.6, 0.3, 0.2], [-0.3, 0.1, -0.1], [0.0, -0.7, 0.4], [0.7, 1.5, 0.7], [-0.8, -1.8, -1.0], [2.0, -0.1, -1.4], [-1.5, -1.8, 0.5], [-1.2, 2.1, 1.6], [1.0, 0.3, -0.5], [0.0, -0.1, 0.2], [0.0, -0.4, -0.1], [-0.2, -0.4, -0.5], [0.1, 0.8, 0.1], [-0.2, 0.0, 1.0], [0.2, -0.2, -0.6], [0.8, 0.6, -1.0], [-0.7, -0.1, 0.8], [3.6, 1.3, -2.0], [-2.6, -1.1, 1.1], [-0.2, -0.7, 1.1], [0.4, 0.4, 0.1], [0.2, -0.2, 0.2], [-0.3, -0.3, 0.3], [-0.3, -0.1, 0.4], [-0.4, -0.2, -0.5], [-0.1, 0.1, -0.4], [-0.5, 0.4, -0.1], [-0.4, 1.1, 0.2], [-1.8, -3.6, -0.4], [2.6, 0.9, -0.9], [0.0, 1.7, 0.6], [-1.2, -2.4, 1.3], [-0.3, 1.0, 0.7], [0.5, 0.5, 0.0], [-0.4, 0.2, -1.3], [1.2, 0.1, -0.2], [-0.4, -0.5, -0.1], [-0.4, 0.3, 0.1], [0.7, 0.7, 0.0], [1.5, -0.7, -0.6], [0.8, 0.7, -0.4], [0.9, -2.9, 2.4], [-1.4, 2.6, -0.9], [-1.1, 0.7, -0.8], [0.6, -0.2, 0.1], [0.0, 0.0, 0.0], [-0.6, -0.1, 0.6], [-1.1, 0.1, -0.3], [0.5, 0.0, -0.2], [0.3, 0.4, -0.2], [-0.3, -0.4, 0.2], [0.4, -0.4, -1.2], [1.2, -1.5, -0.3], [2.9, 0.0, -1.5], [-1.7, -1.0, -0.3], [-1.7, 2.8, 1.7], [-0.5, 0.0, -0.2], [0.1, 0.4, 0.2], [0.5, 0.3, 1.0], [-1.3, 0.0, 0.4], [0.2, -0.7, -0.3], [-0.1, 0.2, -0.1], [-0.1, 0.0, 0.6]], "lowdin_charge": [-0.71, -0.08, -0.08, -0.13, 0.00, 0.03, -0.64, 0.10, 0.00, -0.08, 0.09, 0.10, 0.09, 0.10, 0.11, 0.09, -0.07, -0.02, -0.48, 0.09, -0.03, -0.07, 0.10, 0.10, 0.10, 0.09, 0.10, 0.10, -0.07, -0.01, -0.54, 0.15, -0.02, -0.10, 0.09, 0.10, 0.11, 0.10, 0.09, 0.10, -0.06, 0.01, -0.51, 0.10, -0.04, -0.08, 0.10, 0.10, 0.10, 0.09, 0.09, 0.10, -0.04, 0.01, -0.59, 0.08, 0.01, -0.03, 0.09, 0.10, 0.10, 0.09, 0.09, 0.09, 0.01, 0.02, -0.61, 0.14, -0.04, -0.06, 0.09, 0.08, 0.09, 0.09, 0.10, 0.10, -0.05, 0.02, -0.58, 0.08, -0.01, -0.02, 0.09, 0.10, 0.09, 0.09, 0.09, 0.11, -0.05, 0.01, -0.64, 0.12, 0.01, -0.01, 0.10, 0.09, 0.08, 0.09, 0.10, 0.09], "homo_ev": -3.72, "e_lumo_ev": 2.01, "orbital_gap_ev": 5.73, "charge": -1}

# 2
{"formula": "C24H48O15", "method": "ωB97M-V/def2-TZVPD", "elements": ["C", "C", "O", "C", "O", "O", "C", "H", "H", "H", "H", "H", "H", "H", "H", "C", "C", "O", "C", "O", "O", "C", "H", "H", "H", "H", "H", "H", "H", "H", "C", "C", "O", "C", "O", "O", "C", "H", "H", "H", "H", "H", "H", "H", "H", "C", "C", "O", "C", "C", "O", "H", "H", "H", "H", "H", "H", "H", "H", "C", "C", "O", "C", "C", "O", "H", "H", "H", "H", "H", "H", "H", "H", "C", "C", "O", "C", "C", "O", "H", "H", "H", "H", "H", "H", "H", "H"], "xyz": [[-8.9374, -12.9959, -15.0275], [-7.5465, -13.5298, -14.8856], [-6.6244, -12.6300, -15.5620], [-5.4127, -12.6672, -15.1128], [-5.0025, -13.2988, -14.1974], [-4.6719, -11.9093, -15.8785], [-3.2669, -11.9226, -15.7123], [-9.1307, -12.2001, -14.3123], [-9.6546, -13.8028, -14.8871], [-9.0906, -12.5899, -16.0295], [-7.3803, -14.5098, -15.3374], [-7.2284, -13.6167, -13.8433], [-3.0362, -12.0254, -14.6549], [-2.9214, -10.9613, -16.0749], [-2.8463, -12.7149, -16.3246], [-10.1215, -19.2381, -15.5292], [-9.5792, -18.2446, -14.5104], [-8.1371, -18.3331, -14.5532], [-7.4739, -17.6210, -13.6496], [-7.9679, -16.9045, -12.8518], [-6.1859, -17.8633, -13.8134], [-5.3060, -17.2816, -12.8626], [-10.0523, -18.8707, -16.5474], [-11.1688, -19.4251, -15.2890], [-9.5708, -20.1646, -15.3700], [-9.9287, -18.4964, -13.5080], [-9.8736, -17.2151, -14.7340], [-5.4155, -16.1991, -12.7850], [-4.2731, -17.4727, -13.1461], [-5.4633, -17.7492, -11.8880], [-2.1295, -14.9329, -13.2960], [-0.6916, -15.4135, -13.3082], [0.0231, -14.8533, -14.4263], [-0.1648, -15.4072, -15.5996], [-0.7859, -16.4046, -15.8160], [0.4675, -14.6995, -16.5071], [0.2890, -15.0082, -17.8921], [-2.5601, -15.1881, -14.2688], [-2.2395, -13.8581, -13.1907], [-2.7164, -15.4982, -12.5739], [-0.6663, -16.5012, -13.3833], [-0.1558, -15.0829, -12.4238], [1.0082, -14.3936, -18.4175], [-0.7502, -14.8208, -18.1676], [0.4904, -16.0585, -18.1233], [-3.1293, -16.2781, -19.4637], [-3.1338, -17.1080, -20.7283], [-3.2128, -16.1735, -21.8491], [-3.2122, -16.6751, -23.0805], [-3.4527, -15.6339, -24.1265], [-3.0016, -17.8167, -23.3048], [-2.8787, -16.8550, -18.5731], [-4.0958, -15.7909, -19.3185], [-2.3714, -15.4919, -19.5308], [-2.2518, -17.7457, -20.8301], [-4.0064, -17.7673, -20.7766], [-4.3269, -15.0239, -23.8982], [-3.6643, -16.0940, -25.0865], [-2.5592, -15.0132, -24.1910], [-4.4380, -16.1340, -16.0486], [-5.5023, -16.9894, -16.6946], [-6.7130, -16.2086, -16.9173], [-7.8013, -16.7201, -17.4520], [-8.9272, -15.7304, -17.5560], [-7.9281, -17.8046, -17.9042], [-4.7075, -15.6673, -15.1067], [-4.0066, -15.3698, -16.7008], [-3.6052, -16.8391, -15.9343], [-5.1906, -17.2496, -17.7193], [-5.6727, -17.9019, -16.1344], [-9.2083, -15.6414, -18.6007], [-8.6494, -14.7432, -17.1964], [-9.7541, -16.0967, -16.9500], [-6.9224, -20.6083, -16.7807], [-5.7392, -20.4197, -17.7281], [-4.5392, -20.2573, -16.9345], [-3.4902, -19.7499, -17.5688], [-2.2856, -19.6223, -16.6784], [-3.4629, -19.5135, -18.7435], [-6.9114, -19.7873, -16.0610], [-6.8678, -21.5606, -16.2578], [-7.8393, -20.4670, -17.3484], [-5.6254, -21.3192, -18.3381], [-5.9548, -19.5244, -18.3098], [-2.5948, -19.5433, -15.6339], [-1.6902, -18.7619, -16.9426], [-1.7233, -20.5518, -16.7714]], "atomic_forces_ev_per_a": [[-0.2, 0.1, -0.3], [0.7, -0.2, 0.3], [-2.0, 0.0, -0.2], [0.7, 0.2, -0.7], [0.7, -1.3, 1.9], [0.2, 1.2, -1.3], [-0.1, 0.2, 0.3], [-0.1, 0.0, 0.0], [-0.1, 0.0, 0.2], [0.0, -0.1, 0.0], [-0.3, 0.1, -0.1], [-0.2, 0.1, -0.1], [0.3, -0.2, -0.1], [0.1, 0.1, 0.0], [0.2, -0.2, 0.1], [0.0, 0.2, 0.8], [-0.1, 0.0, -0.3], [-0.2, -0.3, -0.4], [0.0, -0.8, -1.0], [-0.7, 1.3, 1.5], [0.9, -0.2, -0.3], [0.3, 0.2, 0.8], [0.2, -0.1, -0.1], [0.0, 0.0, -0.1], [-0.1, -0.1, -0.4], [0.1, 0.1, 0.0], [0.0, -0.1, 0.1], [-0.3, -0.1, 0.0], [-0.2, -0.3, -0.4], [-0.1, 0.2, 0.0], [0.0, -0.5, -0.9], [-0.4, -0.1, 0.0], [0.3, 0.7, 0.9], [0.1, -0.2, -0.2], [-0.9, -1.1, -0.3], [0.7, 0.9, -0.5], [-0.3, -0.7, 0.2], [-0.1, 0.1, 0.1], [0.1, 0.0, 0.4], [0.0, 0.3, 0.3], [0.1, 0.0, 0.0], [0.2, 0.0, -0.1], [-0.2, 0.2, -0.1], [0.2, 0.2, -0.1], [0.1, 0.1, 0.3], [0.2, 0.4, -0.1], [-0.1, -0.2, -0.3], [-0.2, 0.5, 1.0], [-0.1, 1.0, 0.2], [-0.3, 0.3, -0.2], [0.2, -2.1, -0.5], [-0.1, -0.2, -0.2], [0.0, 0.0, 0.0], [-0.1, 0.0, -0.1], [-0.1, 0.2, 0.0], [0.2, 0.1, 0.0], [0.2, 0.2, 0.3], [0.3, -0.2, 0.0], [-0.1, 0.2, -0.1], [0.5, -0.5, -0.5], [-0.1, 0.4, -1.6], [0.7, 0.6, 1.4], [-0.5, 1.5, -0.3], [0.2, 0.6, 0.4], [0.3, -2.4, -0.5], [-0.1, -0.2, 0.1], [-0.5, 0.1, -0.1], [0.1, 0.2, 0.5], [0.2, -0.3, 0.4], [-0.4, 0.1, 0.1], [-0.2, -0.2, 0.0], [0.0, 0.0, 0.0], [-0.2, 0.0, -0.2], [0.7, 0.6, 0.0], [-0.9, -0.4, 0.5], [-0.6, 0.1, 0.2], [0.8, -0.4, 0.2], [-0.6, -0.2, 0.7], [-0.2, 0.4, -0.8], [0.0, -0.2, 0.1], [-0.2, -0.1, 0.0], [-0.1, -0.4, 0.0], [0.2, 0.4, -0.3], [0.5, -0.1, -0.2], [0.1, 0.0, -0.1], [0.2, 0.1, -0.2], [0.2, 0.1, -0.1]], "lowdin_charge": [-0.06, -0.19, 0.07, -0.68, 0.12, 0.02, -0.02, 0.08, 0.08, 0.08, 0.10, 0.13, 0.09, 0.10, 0.09, -0.05, -0.19, 0.01, -0.64, 0.16, 0.00, -0.04, 0.07, 0.08, 0.08, 0.13, 0.12, 0.10, 0.09, 0.10, -0.05, -0.18, 0.05, -0.65, 0.12, 0.01, -0.02, 0.05, 0.07, 0.08, 0.12, 0.12, 0.10, 0.08, 0.10, -0.07, -0.19, -0.01, -0.59, 0.02, 0.12, 0.06, 0.08, 0.06, 0.13, 0.12, 0.09, 0.08, 0.09, -0.05, -0.17, 0.01, -0.58, 0.04, 0.12, 0.05, 0.08, 0.08, 0.11, 0.10, 0.10, 0.06, 0.08, -0.07, -0.20, -0.01, -0.57, 0.03, 0.10, 0.05, 0.08, 0.07, 0.13, 0.10, 0.09, 0.07, 0.10], "homo_ev": -10.02, "e_lumo_ev": 0.61, "smiles": "CCOC(=O)OC.CCOC(=O)OC.CCOC(=O)OC.CCOC(C)=O.CCOC(C)=O.CCOC(C)=O", "orbital_gap_ev": 10.63}

Looking at electronic energy for the records above, in order, we have -82432.15687, -56380.54135 eV.